<a>
26
Properties=species:S:1:pos:R:3 method="wB97M-V/def2-TZVPD" spin_multiplicity=1 homo_lumo_gap_ev="6.372 / 6.372" total_charge=0 homo_energy_ev="-7.9 / -7.9"
C -3.0059 0.2732 0.5475
C -2.8007 -1.0541 0.6807
C 1.0322 1.5009 -0.1728
C 1.5687 0.3877 0.4177
C -2.0789 1.2176 -0.0732
C -1.5270 -1.6152 0.3020
C 0.0366 1.4208 -1.1824
C 1.6482 -0.8449 -0.2257
C 1.8738 0.4404 1.9034
C 1.7561 -1.2618 -1.7063
N -0.9383 0.5401 -0.4169
N -0.7409 -0.7505 -0.3616
O -2.3947 2.3716 -0.2591
O -1.2224 -2.7818 0.5104
H -3.9743 0.6936 0.7618
H -3.5656 -1.6760 1.0198
H 1.1397 2.3862 0.2435
H -0.5893 2.3550 -1.4174
H 0.5730 0.9407 -2.0186
H 1.8148 -1.7306 0.4226
H 2.8506 0.9516 2.0844
H 1.8447 -0.6090 2.2845
H 1.1728 0.8519 2.5659
H 1.9680 -2.2799 -1.6617
H 2.7465 -0.8569 -2.1312
H 0.8126 -0.8705 -2.1172

---

<b>
26
Properties=species:S:1:pos:R:3 method="wB97M-V/def2-TZVPD" spin_multiplicity=1 homo_lumo_gap_ev=8.366 total_charge=0 homo_energy_ev=-8.7
H -0.0451 -2.1400 -2.5246
N 0.3831 -1.5645 -1.8091
C -0.2149 -1.4799 -0.6790
C -1.4488 -2.1682 -0.4535
C -2.1709 -1.8749 0.6666
C -1.7645 -0.9994 1.7511
C -0.5629 -0.4476 1.6358
C 0.2390 -0.5238 0.4015
O 1.5381 -0.9530 0.7686
N 2.5743 -0.0325 0.2694
O 3.7053 -0.3783 0.5579
C 2.0096 0.9517 -0.2801
C 0.5178 0.9432 -0.1893
C 0.0712 2.1414 0.6727
C 0.0219 1.3540 -1.6643
H -1.8139 -2.9234 -1.0897
H -3.0252 -2.4549 0.8471
H -2.4143 -0.9658 2.6276
H 0.0300 0.0155 2.3653
H 2.6708 1.7712 -0.5590
H 0.3763 3.1036 0.2805
H 0.3480 1.9147 1.6756
H -0.9557 2.2359 0.7539
H -0.9977 1.5239 -1.6819
H 0.3369 0.6902 -2.4296
H 0.5916 2.2609 -1.9136

---

<a> (0.263 eV below the next structure)

---

<a>
8
Properties=species:S:1:pos:R:3 method="wB97M-V/def2-TZVPD" spin_multiplicity=1 homo_lumo_gap_ev="7.376 / 8.434" total_charge=0 homo_energy_ev="-8.8 / -8.7"
C -1.4807 -0.7691 0.4328
N -0.9617 0.2799 -0.4326
N -0.8299 0.2720 1.0492
Si 0.6580 0.2556 0.1908
H -2.6435 -0.7618 0.6618
H -1.1784 -1.7873 0.2662
H 1.6082 -0.7892 0.3296
H 2.4723 1.7337 2.6850

---

<b>
8
Properties=species:S:1:pos:R:3 method="wB97M-V/def2-TZVPD" spin_multiplicity=1 homo_lumo_gap_ev="8.559 / 7.231" total_charge=0 homo_energy_ev="-9.0 / -7.5"
C -1.2842 0.2912 0.1854
N -0.1155 -0.4187 0.6169
N -0.7948 -0.7594 -0.5915
Si 1.4624 -0.0645 0.0095
H -2.1593 0.1032 0.7991
H -1.1950 1.3184 -0.1699
H 1.7825 0.7345 -1.1628
H 2.3039 -1.2047 0.3132

---

<b> (2.954 eV below the next structure)

---

<a>
9
Properties=species:S:1:pos:R:3 method="wB97M-V/def2-TZVPD" spin_multiplicity=1 homo_lumo_gap_ev="8.294 / 8.251" total_charge=0 homo_energy_ev="-9.0 / -8.6"
C -0.1564 1.4153 -0.1740
C 0.8204 -0.5140 0.6710
C -0.5562 -0.7126 -0.1136
N -1.0851 0.6141 -0.3992
Br 0.2181 3.1794 -0.4786
Br -0.3241 -1.6076 -1.8192
H 1.7557 -0.9622 0.4169
H 0.5925 -0.0329 1.6279
H -1.2650 -1.3797 0.2687

---

<b>
9
Properties=species:S:1:pos:R:3 method="wB97M-V/def2-TZVPD" spin_multiplicity=1 homo_lumo_gap_ev=7.505 total_charge=0 homo_energy_ev=-8.4
C -0.4460 1.1948 -0.2218
C 1.4222 -1.2748 -0.8882
C -2.2331 -0.2893 0.6992
N -1.2946 0.5138 0.3124
Br 0.7677 -2.3727 0.4843
Br -3.4284 -1.1711 -0.4230
H -0.1877 2.2565 -0.1452
H 0.5891 -1.2726 -1.6528
H -2.1656 -0.9914 1.4625

---

<a> (2.613 eV below the next structure)

---

<a>
13
Properties=species:S:1:pos:R:3 method="wB97M-V/def2-TZVPD" smiles="C=[SiH2].C#CC" spin_multiplicity=1 homo_lumo_gap_ev=8.412 total_charge=0 homo_energy_ev=-8.3
C -3.0340 -1.8375 -1.1099
Si -1.2689 -1.3111 -1.0720
H -3.4441 -2.1153 -0.1275
H -3.7298 -1.4368 -1.8358
H -0.6566 -0.9218 -2.4354
H -0.2435 -1.0682 -0.0366
C 1.7926 1.3120 -0.7279
C 1.7582 1.2153 0.4672
C 1.7085 1.2202 1.9148
H 1.8995 1.6702 -1.7456
H 2.4544 1.8282 2.2782
H 0.7623 1.3312 2.3604
H 2.0013 0.1136 2.0701

---

<b>
13
Properties=species:S:1:pos:R:3 method="wB97M-V/def2-TZVPD" spin_multiplicity=1 homo_lumo_gap_ev=8.637 total_charge=0 homo_energy_ev=-8.3
C -2.6095 -1.3064 0.2219
C -2.3637 -0.2255 -0.2103
C 0.9543 0.7142 1.4524
C -1.8338 0.9734 -0.5782
Si 0.6131 0.3273 -0.3536
H -3.0409 -2.2227 0.6336
H 0.2845 1.3831 1.8327
H 0.7786 -0.2079 2.0100
H 2.0162 1.0430 1.6223
H -2.1654 1.8025 0.1414
H -1.9894 1.3364 -1.5654
H 0.2460 -1.1435 -0.2209
H 1.6507 0.7043 -1.3837

---

<b> (1.022 eV below the next structure)